Here is C27H25CoN6Sb as an isolated structure from OMol25. Energies are from ωB97M-V with the def2-TZVPD basis set.

Structure (XYZ):
```
60
Properties=species:S:1:pos:R:3:forces:R:3
Co -0.343740 0.739337 -0.163667 1.2 -0.2 -0.2
C -1.255040 2.465637 -2.853367 -0.2 -0.1 0.0
C -0.750940 3.316137 -1.737767 0.1 0.2 -0.1
C -0.964440 4.689037 -1.747067 0.1 0.2 0.2
C -0.494940 5.466837 -0.702467 0.0 -0.2 -0.1
C 0.232760 4.846237 0.298033 -0.1 0.2 0.0
C 0.433660 3.479537 0.222433 0.7 0.2 0.5
N -0.064840 2.724137 -0.748567 -0.4 0.4 -0.1
Sb 1.888460 2.661237 1.617033 -0.6 -0.5 -0.2
C 0.541160 1.298037 2.652733 0.7 0.7 0.2
C 0.612060 1.360937 4.034533 0.0 0.0 0.1
C -0.205440 0.539537 4.789233 -0.1 -0.2 -0.1
C -1.054640 -0.312963 4.112233 0.1 0.2 0.1
C -1.081340 -0.318663 2.719133 -0.1 -0.2 0.3
C -1.995640 -1.265763 2.024433 -0.1 0.0 -0.1
N -0.281640 0.484937 1.999133 -0.2 -0.2 -0.6
C 2.708960 1.233237 0.192733 0.2 0.6 0.7
C 4.078960 1.032437 0.266033 0.1 0.0 0.0
C 4.696560 0.262937 -0.703367 -0.1 0.0 -0.1
C 3.915760 -0.234163 -1.730467 0.1 0.1 0.1
C 2.542660 -0.000763 -1.729067 0.3 -0.1 -0.1
C 1.692260 -0.550763 -2.822567 -0.1 -0.1 0.0
N 1.951560 0.701737 -0.754767 -0.4 -0.3 -0.1
H -1.514440 3.067037 -3.720467 0.1 0.0 -0.1
H -2.142540 1.929937 -2.519467 0.0 0.0 -0.1
H -0.512140 1.719637 -3.126667 0.0 0.0 -0.1
H -1.486640 5.145337 -2.575067 -0.1 0.0 0.0
H -0.657140 6.533237 -0.692567 0.0 0.1 0.0
H 0.659260 5.411437 1.115233 0.0 0.1 0.0
H 1.300360 2.043137 4.510033 0.1 0.1 0.0
H -0.179440 0.553537 5.869433 0.0 0.0 0.1
H -1.704440 -0.984663 4.652733 -0.1 0.0 0.0
H -2.726940 -1.676563 2.716733 0.0 0.0 0.0
H -1.416040 -2.079563 1.588233 -0.1 -0.1 0.0
H -2.517540 -0.762063 1.217733 0.0 -0.1 -0.1
H 4.644760 1.480737 1.070033 0.1 0.0 0.0
H 5.759160 0.070737 -0.672667 0.1 0.0 0.0
H 4.359960 -0.803963 -2.532567 0.0 -0.1 -0.1
H 2.299460 -0.855663 -3.670667 0.0 0.0 -0.1
H 0.959960 0.188937 -3.137367 0.0 0.0 -0.1
H 1.143660 -1.420963 -2.454267 0.0 0.0 -0.2
N -6.738440 0.039537 -0.218767 -0.7 -0.3 -0.1
C -5.693340 0.520337 -0.133467 -0.3 -0.6 -0.2
N -4.568940 1.125937 0.005533 -0.3 1.4 0.7
C -3.382640 0.890137 -0.274767 1.4 -0.5 -0.8
N -2.240140 0.765837 -0.527767 -1.2 -0.1 0.2
C -0.022640 -1.812263 -0.558667 0.0 0.1 0.1
C -0.051040 -3.189763 -0.440467 0.0 -0.8 -0.1
C -1.191440 -3.951863 -0.808767 0.1 0.3 0.0
C -1.175640 -5.320863 -0.726467 -0.1 -0.3 0.0
C -0.030040 -5.992663 -0.306967 0.0 0.0 0.0
C 1.097360 -5.267863 0.072933 0.0 -0.2 0.0
C 1.088160 -3.897463 0.029833 -0.1 0.2 -0.1
H -0.826740 -1.276463 -1.053467 -0.1 0.0 0.2
H 0.859560 -1.297863 -0.214667 0.0 0.1 0.1
H -2.071640 -3.426963 -1.151867 -0.1 0.0 0.0
H -2.055340 -5.889563 -0.996467 0.0 0.0 0.0
H -0.014340 -7.071863 -0.284567 0.0 -0.1 0.0
H 1.985460 -5.794863 0.390833 0.1 0.0 0.1
H 1.960360 -3.330563 0.325033 0.1 0.0 0.0
```
Forces are in eV/Å.

The HOMO-LUMO gap (spin up / spin down) is 7.01 / 5.91 eV. As for the LUMO energy (spin up / spin down): -0.12 / -0.69 eV. The expectation value of S² is 3.810. The largest force on an atom is 1.675 eV Å⁻¹. Its multiplicity is 4. For the HOMO energy (spin up / spin down), the calculation gives -0.262 / -0.243 Eh.